[1]
ORCA calculation (the ωB97M-V functional and the def2-TZVPD basis) on a molecular structure, C34H29BrFFeN6O6S in a non-equilibrium geometry.

XYZ file:
```
79
Properties=species:S:1:pos:R:3:lowdin_charge:R:1
Fe 10.723 13.767 10.739 0.796
Br 6.697 19.321 13.600 0.660
C 7.844 17.843 13.223 -0.701
C 7.646 16.600 13.780 -0.143
C 8.538 15.588 13.584 -0.019
C 9.553 15.658 12.627 -0.337
O 10.405 14.674 12.514 -0.179
C 9.698 16.953 11.942 -0.152
C 10.720 17.126 10.977 -0.055
N 11.355 16.102 10.452 0.066
C 12.395 16.239 9.602 -0.228
C 12.585 17.274 8.677 0.004
C 13.764 17.311 7.906 -0.081
C 14.608 16.221 7.886 -0.062
C 14.415 15.118 8.740 -0.149
C 15.231 13.968 8.816 -0.011
C 15.040 13.081 9.858 -0.071
C 13.925 13.161 10.684 -0.108
N 13.040 14.160 10.591 0.091
C 13.294 15.144 9.668 -0.122
C 8.936 18.043 12.351 -0.092
H 6.773 16.474 14.447 0.110
H 8.486 14.662 14.133 0.119
H 11.015 18.147 10.678 0.132
H 11.805 18.041 8.565 0.104
H 14.080 18.210 7.363 0.107
H 15.474 16.139 7.196 0.116
H 16.052 13.849 8.137 0.106
H 15.721 12.225 9.974 0.109
H 13.691 12.435 11.464 0.128
H 9.007 19.013 11.866 0.100
C 8.192 7.794 10.015 -0.093
C 7.624 9.113 9.494 -0.215
N 7.945 10.229 10.377 -0.137
C 6.810 10.954 10.901 -0.279
C 6.227 10.474 12.256 -0.100
C 9.214 10.546 10.797 -0.706
S 9.408 11.590 12.147 0.687
N 10.243 9.920 10.174 0.071
C 11.296 10.620 9.833 -0.433
O 11.355 11.907 9.811 -0.132
C 12.553 9.806 9.415 -0.115
C 12.664 8.506 9.956 -0.023
C 13.871 7.811 9.786 -0.099
C 14.887 8.340 9.010 -0.126
C 14.756 9.599 8.443 -0.105
C 13.572 10.343 8.630 -0.044
H 8.070 7.009 9.287 0.055
H 7.682 7.492 10.955 0.076
H 9.281 7.910 10.217 0.055
H 6.535 9.057 9.488 0.101
H 7.999 9.338 8.456 0.131
H 6.035 10.822 10.104 0.111
H 7.044 12.052 10.969 0.088
H 6.235 9.387 12.330 0.056
H 5.152 10.796 12.276 0.074
H 6.740 10.899 13.133 0.043
H 11.835 8.105 10.529 0.101
H 13.967 6.847 10.297 0.099
H 15.827 7.782 8.866 0.101
H 15.598 9.976 7.853 0.098
H 13.456 11.326 8.105 0.127
F 9.313 19.110 8.473 0.064
C 8.856 18.135 7.671 -0.190
C 8.273 17.060 8.260 0.053
N 7.779 15.984 7.572 0.009
C 7.523 14.674 8.216 -0.011
C 8.591 14.274 9.279 -0.589
O 8.257 13.991 10.461 -0.051
O 9.813 14.302 8.864 -0.082
C 7.373 16.183 6.264 -0.458
O 6.875 15.320 5.576 0.080
N 7.618 17.503 5.789 0.187
C 8.687 18.338 6.243 -0.384
O 9.264 19.116 5.501 0.083
H 8.253 16.950 9.371 0.163
H 7.525 13.964 7.415 0.115
H 6.505 14.680 8.652 0.139
H 7.420 17.638 4.783 0.167
```

As for the spin multiplicity: 5. For the LUMO energy (spin up / spin down), the calculation gives 1.696 / 1.692 eV. The value obtained for the max |F| is 0.0660 hartree/bohr. As for the total charge: -1. The value obtained for the energy above the lowest of the compared OMol25 structures with the same formula, charge and spin is 0.702 eV. The orbital gap (spin up / spin down) is 6.517 / 6.414 eV. As for the molar mass: 804.46 g mol⁻¹.


[2]
ORCA calculation (the ωB97M-V functional and the def2-TZVPD basis) on a molecular structure, C40H56CoN6OSi2.

XYZ file:
```
106
Properties=species:S:1:pos:R:3:lowdin_charge:R:1
Co 0.082 -0.772 -0.384 0.765
C -2.600 2.906 4.466 -0.030
C -1.246 2.652 5.063 -0.203
C -1.002 2.856 6.416 -0.031
C 0.245 2.609 6.971 -0.068
C 1.284 2.170 6.167 -0.070
C 1.072 1.981 4.811 -0.034
C -0.188 2.201 4.268 -0.205
N -0.421 2.016 2.879 0.158
C -0.191 0.889 2.145 -0.359
N 0.233 -0.182 2.850 0.155
C 0.200 -1.560 2.514 -0.211
C 0.019 -2.008 1.204 -0.137
C -0.037 -3.400 1.044 -0.132
C 0.106 -4.285 2.097 -0.084
C 0.333 -3.791 3.373 -0.048
C 0.384 -2.428 3.607 -0.217
C 0.632 -1.908 4.999 -0.039
N -0.384 0.869 0.845 0.061
C -1.015 2.040 0.317 -0.270
C -0.238 3.137 -0.046 -0.055
C -0.822 4.285 -0.559 -0.069
C -2.200 4.344 -0.700 -0.086
C -2.975 3.260 -0.319 -0.051
C -2.408 2.099 0.198 -0.221
C -3.297 0.969 0.638 -0.020
H -3.318 3.171 5.240 0.082
H -2.969 2.025 3.940 0.078
H -2.577 3.728 3.746 0.087
H -1.810 3.206 7.045 0.116
H 0.404 2.766 8.028 0.109
H 2.265 1.993 6.587 0.109
H 1.888 1.678 4.166 0.118
H -0.808 2.795 2.369 0.137
H 0.320 -0.001 3.839 0.087
H -0.183 -3.818 0.056 0.069
H 0.058 -5.353 1.929 0.103
H 0.473 -4.471 4.204 0.113
H 0.798 -2.735 5.688 0.083
H -0.216 -1.333 5.384 0.091
H 1.516 -1.265 5.045 0.084
H 0.832 3.084 0.104 0.109
H -0.204 5.129 -0.834 0.111
H -2.670 5.234 -1.095 0.108
H -4.054 3.315 -0.414 0.120
H -3.979 0.679 -0.164 0.081
H -3.914 1.274 1.485 0.085
H -2.720 0.094 0.932 0.069
C 3.728 -2.230 0.944 -0.147
Si 3.630 -0.649 -0.050 0.478
C 5.309 -0.428 -0.875 -0.171
C 3.342 0.864 1.015 -0.155
C 2.289 -0.754 -1.399 -0.235
C 1.913 -2.089 -1.910 -0.400
C 2.793 -3.009 -2.482 -0.019
C 2.276 -4.151 -3.062 -0.031
C 0.903 -4.363 -3.057 -0.040
C 0.103 -3.431 -2.428 -0.116
N 0.594 -2.330 -1.859 0.048
Si 2.306 0.406 -2.916 0.490
C 3.877 0.114 -3.901 -0.155
C 2.227 2.208 -2.436 -0.154
C 0.892 -0.065 -4.059 -0.150
H 4.598 -2.175 1.602 0.042
H 3.870 -3.095 0.293 0.036
H 2.850 -2.417 1.554 0.016
H 6.077 -0.568 -0.111 0.041
H 5.439 0.571 -1.290 0.028
H 5.501 -1.152 -1.666 0.029
H 4.075 0.900 1.822 0.042
H 2.351 0.867 1.455 -0.005
H 3.453 1.777 0.427 0.028
H 3.855 -2.814 -2.480 0.113
H 2.937 -4.873 -3.523 0.118
H 0.465 -5.236 -3.515 0.110
H -0.970 -3.566 -2.362 0.100
H 4.782 0.432 -3.390 0.016
H 3.789 0.706 -4.816 0.044
H 3.996 -0.926 -4.205 0.034
H 3.154 2.534 -1.962 0.036
H 1.404 2.413 -1.758 -0.008
H 2.081 2.819 -3.328 0.045
H 1.087 -1.037 -4.517 0.043
H 0.816 0.668 -4.865 0.043
H -0.070 -0.120 -3.552 -0.001
C -1.875 1.928 -3.342 -0.018
N -2.597 0.666 -3.320 -0.057
C -3.731 0.577 -4.227 -0.144
C -4.102 -0.870 -4.463 -0.142
C -4.291 -1.551 -3.125 -0.147
N -3.110 -1.369 -2.293 -0.060
C -3.006 -2.278 -1.167 -0.030
C -2.332 -0.261 -2.372 -0.449
O -1.367 -0.084 -1.598 -0.082
H -1.439 2.083 -4.330 0.097
H -1.088 1.921 -2.595 0.077
H -2.557 2.752 -3.121 0.093
H -3.445 1.063 -5.161 0.130
H -4.582 1.136 -3.817 0.134
H -3.306 -1.368 -5.021 0.127
H -5.016 -0.935 -5.051 0.124
H -4.438 -2.625 -3.254 0.128
H -5.178 -1.161 -2.610 0.135
H -3.002 -3.308 -1.528 0.091
H -3.862 -2.158 -0.496 0.104
H -2.098 -2.101 -0.594 0.053
```

As for the spin multiplicity: 5. For the LUMO energy (spin up / spin down), the calculation gives -1.611 / -3.788 eV. The value obtained for the max |F| is 0.0082 hartree/bohr. As for the total charge: +1. The value obtained for the energy above the lowest of the compared OMol25 structures with the same formula, charge and spin is 0.149 eV. The orbital gap (spin up / spin down) is 8.620 / 6.467 eV. As for the molar mass: 752.03 g mol⁻¹.